DFT (ωB97M-V/def2-TZVPD) results for a cluster of 14 separate species, C19H66N18O19 in total.

Calculated values
- HOMO-LUMO gap: 8.640 eV
- HOMO energy: -8.68 eV
- Energy relative to the best compared isomer or geometry (same formula, charge and spin): 69.7 kcal per mole

ORCA input file:
```
! RIJCOSX wB97M-V def2-TZVPD def2/J DEFGRID3
* xyz 0 1
H 11.549 -12.769 -16.090
O 7.510 -17.433 -12.304
O 15.240 -11.327 -9.449
H 16.005 -12.732 -6.676
H 12.505 -18.595 -13.330
H 12.598 -9.601 -12.889
N 14.753 -12.502 -14.095
H 11.322 -7.524 -10.975
C 12.360 -14.300 -10.292
N 14.733 -8.936 -14.043
H 16.375 -8.856 -10.328
H 15.626 -8.461 -14.112
H 11.518 -15.086 -13.125
O 12.549 -16.974 -7.881
N 9.577 -13.272 -4.154
N 16.601 -11.629 -15.235
H 11.873 -17.506 -5.813
H 8.981 -15.748 -13.549
H 14.724 -16.991 -10.868
H 13.084 -11.677 -6.532
H 8.195 -8.250 -10.664
H 9.193 -17.104 -11.400
H 9.563 -14.042 -8.324
H 14.408 -11.665 -13.652
H 17.523 -12.004 -15.395
H 9.859 -13.916 -12.486
O 6.665 -14.222 -9.180
O 10.903 -13.175 -13.933
C 14.636 -9.422 -12.761
N 13.766 -17.273 -10.774
H 16.678 -10.787 -14.682
C 7.580 -14.049 -8.444
O 16.259 -13.820 -15.032
N 12.259 -14.787 -13.766
O 8.449 -9.172 -8.761
H 11.859 -14.928 -11.035
O 11.796 -14.456 -9.028
H 11.242 -15.225 -6.022
C 11.758 -13.816 -14.507
N 10.814 -9.577 -6.977
N 8.406 -11.516 -14.486
H 14.178 -18.047 -13.421
H 14.497 -13.336 -13.593
H 7.426 -11.584 -14.680
H 13.433 -17.363 -9.824
H 10.592 -19.334 -8.437
C 15.893 -12.689 -14.759
O 15.533 -9.382 -12.001
H 10.097 -10.076 -7.461
H 10.976 -15.372 -4.367
H 10.150 -9.457 -12.805
H 15.688 -8.476 -7.635
N 13.415 -10.038 -12.497
C 15.584 -10.520 -8.328
N 7.353 -13.388 -7.255
C 11.642 -17.719 -7.622
N 10.787 -14.867 -5.202
N 8.797 -14.577 -8.725
C 8.626 -15.401 -12.556
H 12.708 -15.528 -14.274
H 6.468 -12.920 -7.397
O 8.122 -9.448 -13.885
H 10.332 -18.050 -6.069
C 12.042 -12.850 -10.676
C 10.196 -8.960 -10.323
H 12.390 -12.636 -11.685
C 8.880 -8.351 -9.828
O 10.735 -8.184 -11.365
H 13.408 -14.592 -10.272
N 10.023 -10.317 -13.331
O 14.140 -13.550 -6.426
H 16.777 -14.294 -8.277
H 12.304 -15.096 -8.481
H 7.756 -14.729 -12.597
H 13.896 -13.534 -5.492
H 11.407 -11.995 -6.846
N 11.327 -18.660 -8.516
H 9.005 -7.341 -9.398
H 16.623 -10.766 -8.090
H 15.201 -13.642 -8.781
O 15.200 -15.636 -8.166
H 9.229 -13.788 -3.373
N 13.279 -18.069 -12.966
H 14.334 -11.654 -9.342
H 8.946 -14.556 -9.724
H 7.616 -18.239 -11.806
O 16.525 -8.559 -9.420
C 15.708 -14.297 -8.052
H 14.911 -10.755 -7.487
C 13.048 -17.943 -11.638
O 12.520 -11.811 -9.836
C 15.536 -13.725 -6.643
H 13.336 -9.966 -11.478
H 7.512 -8.976 -8.649
H 8.188 -12.836 -7.099
C 15.529 -9.000 -8.578
H 10.938 -12.796 -10.694
H 14.240 -15.581 -8.014
H 8.891 -12.390 -14.433
C 8.830 -10.415 -13.901
C 10.113 -13.789 -5.206
H 13.027 -13.748 -16.076
N 12.119 -13.514 -15.724
H 10.909 -9.053 -9.488
N 12.216 -11.388 -6.939
H 16.035 -14.325 -5.872
C 8.270 -16.547 -11.629
H 10.710 -8.594 -6.839
H 11.485 -18.318 -9.488
O 12.953 -9.480 -6.430
H 9.152 -12.371 -4.257
C 12.023 -10.083 -6.779
H 14.012 -8.380 -14.470
O 9.659 -14.711 -11.953
O 12.041 -18.390 -11.225
H 9.994 -9.965 -10.708
H 14.518 -8.740 -8.946
H 10.678 -11.060 -13.161
H 12.140 -11.950 -8.943
N 11.076 -17.495 -6.446
O 10.012 -13.192 -6.277
H 7.784 -16.187 -10.698
*
```

=====

DFT (ωB97M-V/def2-TZVPD) results for a cluster of 4 separate species, C2H14NO3S2 in total.

Calculated values
- HOMO-LUMO gap: 9.513 eV
- HOMO energy: -12.41 eV
- Energy relative to the best compared isomer or geometry (same formula, charge and spin): 7.3 kcal per mole

ORCA input file:
```
! RIJCOSX wB97M-V def2-TZVPD def2/J DEFGRID3
* xyz 1 1
H 2.624 2.728 2.676
H 0.971 -0.994 0.082
H -3.801 0.109 1.762
H 0.456 -3.482 -1.653
H -0.590 -0.552 0.015
O -2.187 -0.422 -0.946
S 2.188 1.469 2.808
H 2.618 2.107 -0.460
H 2.769 0.581 -1.123
H 0.632 -3.596 -0.053
O -4.006 0.416 0.868
C 0.810 1.002 -0.340
H 0.265 -0.755 -1.377
H -3.054 -0.201 -0.526
H -2.010 0.390 -1.440
S 3.077 0.505 1.272
O 0.498 -3.025 -0.810
H 0.520 1.607 -1.201
C 2.323 1.079 -0.261
H 0.365 1.504 0.506
N 0.332 -0.384 -0.435
H -4.801 -0.086 0.638
*
```

=====

DFT (ωB97M-V/def2-TZVPD) results for a structure of composition C7H14CuN2O.

Calculated values
- HOMO-LUMO gap (alpha / beta): 7.365 / 6.701 eV
- HOMO energy (alpha / beta): -17.32 / -17.32 eV
- Energy relative to the best compared isomer or geometry (same formula, charge and spin): 0.0 kcal per mole

ORCA input file:
```
! RIJCOSX wB97M-V def2-TZVPD def2/J DEFGRID3
* xyz 2 2
H -0.420 0.001 1.502
C -2.495 0.160 1.499
H 1.587 -0.956 1.184
Cu 4.239 -2.871 -1.028
C 0.430 1.393 -0.648
C 2.052 -0.465 0.326
H 1.472 1.407 1.240
H -2.675 0.504 -1.231
H 0.994 -1.725 -0.978
C -2.461 -0.865 0.383
C 1.621 1.020 0.233
N -1.081 0.753 1.278
H 3.115 -0.447 0.549
H 2.475 1.546 -0.185
C -0.979 1.139 -0.105
H -1.589 2.033 -0.221
H -3.458 -1.222 0.155
O -3.315 0.521 2.235
H -1.322 -0.595 -1.539
H 2.624 -1.809 -1.202
N 1.854 -1.198 -0.930
H 0.520 0.933 -1.628
C -1.846 -0.030 -0.778
H 0.492 2.466 -0.813
H -1.834 -1.694 0.703
*
```

=====

DFT (ωB97M-V/def2-TZVPD) results for a cluster of 6 separate species, C24H66N6O6 in total.

Calculated values
- HOMO-LUMO gap (alpha / beta): 1.620 / 8.767 eV
- HOMO energy (alpha / beta): 0.77 / -6.48 eV
- Energy relative to the best compared isomer or geometry (same formula, charge and spin): 35.0 kcal per mole

ORCA input file:
```
! RIJCOSX wB97M-V def2-TZVPD def2/J DEFGRID3
* xyz -1 2
H -6.159 -0.684 -0.377
H -3.618 -4.008 -1.453
C 1.662 0.664 -0.214
C -3.393 -3.419 -6.043
O 4.339 2.922 3.837
H -0.149 -2.861 -0.966
C -6.303 -0.594 0.699
H 4.439 0.783 4.278
H -3.160 -0.792 3.229
C -1.414 -5.312 -0.354
H 1.871 5.104 0.278
H 1.557 -0.368 1.648
H 0.167 5.419 1.753
H -3.753 -3.087 2.459
H 1.534 -3.000 1.792
H -3.728 -1.420 0.270
C 2.172 -2.894 0.914
C 1.361 2.019 0.508
C 4.351 1.502 3.464
C -0.335 -3.469 -1.852
C -1.407 -0.696 2.094
H 2.696 7.506 0.645
H -2.391 -3.129 1.577
H -6.481 0.473 0.832
H 0.575 3.086 -2.177
H 0.179 6.461 -1.683
H -1.818 -1.850 -6.335
H -0.469 4.019 -3.107
H -3.735 0.235 0.961
H -0.659 6.696 0.908
H 0.570 1.891 1.247
C -3.912 -0.821 1.162
H 6.909 4.100 7.183
H -0.977 -0.964 3.059
C -2.868 -1.223 2.272
H 0.698 -0.619 -1.376
C -0.393 3.582 -2.111
O -5.261 -1.106 1.560
N -2.830 -2.687 2.372
H -0.913 -4.750 0.435
C 6.654 4.795 6.383
C 5.496 3.195 4.679
O -0.600 -6.420 -0.637
H 0.101 0.850 -1.616
C -0.202 -7.144 0.471
H 3.142 -0.174 1.106
H -0.467 -2.863 -2.748
H 6.524 5.776 6.841
H 5.125 5.354 4.817
H 2.243 2.418 1.009
H -3.773 -4.483 -7.733
H -1.104 -7.412 1.020
C -1.576 -4.353 -1.628
H 3.810 5.343 6.299
H 1.104 2.839 -0.162
C -1.917 -0.639 -3.923
H 0.442 -4.202 -2.068
C 1.289 5.995 0.044
H 0.406 -6.570 1.171
H 3.183 -3.068 1.281
H -3.486 -5.556 -5.845
N -2.745 -3.501 -1.476
H 4.975 1.211 2.619
C 0.636 5.564 -1.265
H 7.484 4.878 5.682
H 1.431 5.284 -1.957
C -2.684 -2.074 -5.711
C -2.823 -4.739 -5.558
H -1.207 2.859 -2.179
C 0.327 6.362 1.230
N -3.461 -3.550 -7.501
N 2.146 7.134 -0.116
H 1.681 7.961 -0.464
H -2.372 0.198 -4.453
O -2.424 -1.973 -4.311
N 4.289 4.467 6.454
C 5.359 4.535 5.497
H -3.415 -1.307 -5.970
H 3.440 1.244 2.924
H -1.806 -4.967 -5.878
H -2.775 -2.807 -2.209
N 0.454 0.236 -0.897
H 6.348 3.049 4.015
H 0.728 7.038 1.985
H 3.576 3.892 6.028
H -2.414 -5.656 -0.089
H -0.839 -0.691 -4.082
O -0.323 4.540 -1.091
H 5.525 2.426 5.450
C 2.154 -0.456 0.740
H 1.987 -3.761 0.280
H -1.409 0.383 1.937
H -1.019 -1.281 1.260
H 2.513 0.772 -0.887
H -2.941 -4.669 -4.476
H 0.436 -7.995 0.234
O 2.055 -1.758 0.043
H -2.495 -3.496 -7.791
H -4.406 -3.317 -5.654
H -2.154 -0.393 -2.888
H -7.280 -1.057 0.839
H -1.903 -4.973 -2.463
*
```